Formula: C30H44IrN6OTe
Source: OMol25
Level of theory: the ωB97M-V functional and the def2-TZVPD basis

The relative energy (zero: lowest compared OMol25 entry of this formula, charge and spin) is 26.3 kcal/mol. The multiplicity is 6. Its total energy is -1944.17417 Eh. The charge is +4.

Positions of all 83 atoms, in Å:
Ir 0.1749 0.1070 -0.3191
C 0.6175 -0.9688 2.5791
C 1.8656 -1.2800 1.7658
N 2.1481 -0.2015 0.7887
C 2.6688 1.0631 1.3888
C 1.9424 2.2822 0.8358
N 0.4778 2.0515 0.8379
C -0.1262 1.9861 2.1986
C -1.0966 0.8227 2.2988
N -0.4861 -0.4130 1.7282
H 0.8291 -0.2528 3.3715
H 0.2821 -1.8809 3.0713
H 1.7191 -2.1998 1.1976
H 2.7101 -1.4403 2.4406
H 2.8467 -0.5442 0.1345
H 3.7349 1.1617 1.1855
H 2.5666 1.0000 2.4713
H 2.2450 2.4662 -0.1971
H 2.2084 3.1653 1.4217
H 0.0247 2.7896 0.3113
H -0.6429 2.9158 2.4352
H 0.6771 1.8904 2.9268
H -1.9917 1.0288 1.7153
H -1.3907 0.6660 3.3389
H -1.2245 -1.1075 1.6695
C -4.2932 -1.1848 -0.5246
N -4.7336 0.1441 -0.9487
C -6.1620 0.2725 -1.3128
C -6.6676 1.6584 -0.9959
C -5.7673 2.6587 -1.6857
N -4.3696 2.4181 -1.3579
C -3.4756 3.5438 -1.4168
C -3.8444 1.1348 -0.9203
O -2.6735 1.0633 -0.5585
H -4.4990 -1.3137 0.5402
H -3.2289 -1.2946 -0.7107
H -4.8562 -1.9310 -1.0802
H -6.7021 -0.4926 -0.7596
H -6.2620 0.0442 -2.3782
H -6.6758 1.8354 0.0813
H -7.6878 1.7766 -1.3584
H -5.9850 3.6983 -1.4348
H -5.8452 2.5773 -2.7828
H -3.7338 4.2239 -0.5947
H -3.6566 4.0818 -2.3509
H -2.4494 3.2110 -1.3284
C -0.6017 0.3367 -6.6410
C -0.4379 0.2699 -5.1590
C 0.1483 1.3141 -4.4387
C 0.2914 1.2162 -3.0741
N -0.0975 0.1291 -2.3761
C -0.6711 -0.8819 -3.0583
C -0.8557 -0.8419 -4.4215
H -0.7448 1.3606 -6.9815
H -1.4321 -0.2779 -6.9825
H 0.3046 -0.0399 -7.1234
H 0.4906 2.2091 -4.9416
H 0.7379 2.0229 -2.5054
H -0.9879 -1.7371 -2.4747
H -1.3331 -1.6793 -4.9136
Te 2.4752 -2.9421 -1.9477
C 2.9009 -4.5092 -3.1942
C 4.2167 -5.0077 -3.1945
C 4.5005 -6.1315 -3.9443
C 3.5002 -6.7219 -4.7134
C 2.1985 -6.2147 -4.7186
C 1.8834 -5.1164 -3.9468
C 3.9885 -1.6434 -2.5251
C 3.9791 -1.1683 -3.8369
C 4.9288 -0.2293 -4.2129
C 5.8825 0.2061 -3.3006
C 5.8942 -0.2850 -1.9995
C 4.9415 -1.2112 -1.6001
H 4.9963 -4.5385 -2.6074
H 5.4975 -6.5502 -3.9335
H 3.7362 -7.5854 -5.3217
H 1.4399 -6.6856 -5.3285
H 0.8727 -4.7288 -3.9388
H 3.2662 -1.5400 -4.5632
H 4.9422 0.1446 -5.2280
H 6.6416 0.9108 -3.6133
H 6.6598 0.0354 -1.3052
H 4.9891 -1.6350 -0.6022